Entry from the Open Molecules 2025 dataset: a structure of composition C41H63N4O3W (ωB97M-V with the def2-TZVPD basis set).

XYZ file:
```
112
Properties=species:S:1:pos:R:3:forces:R:3:lowdin_charge:R:1
W -0.2042 -0.0890 -0.1487 -1.235 -0.603 -0.760 1.9736
C -2.5806 -2.0538 -0.1354 -0.114 -0.034 -0.017 -0.0378
N -1.6110 -1.5982 -1.1988 0.137 0.303 0.242 -0.3210
C -2.4596 -1.0441 -2.3056 -0.019 0.009 -0.063 -0.0435
C -0.8936 -2.8097 -1.7507 0.058 -0.094 -0.058 -0.1189
C 0.6206 -2.7248 -1.6485 -0.030 -0.045 -0.030 -0.1368
N 1.0158 -2.0303 -0.4066 0.005 0.143 0.071 -0.2102
C 0.8045 -3.0256 0.7279 -0.033 0.036 0.105 -0.0719
C 1.0244 -2.5066 2.1199 -0.017 -0.046 -0.242 -0.1456
C 1.7993 -3.1951 3.0261 0.061 0.024 0.095 0.0497
C 1.9209 -2.7432 4.3473 -0.046 0.043 -0.058 -0.1040
C 1.2459 -1.5752 4.6999 -0.021 -0.131 0.052 0.0812
C 0.4466 -0.8293 3.8316 -0.049 0.123 0.015 -0.0601
C 0.3829 -1.3447 2.5443 0.055 -0.207 0.151 -0.1595
O -0.2940 -0.7145 1.4922 0.057 0.151 0.369 -0.2140
C -0.2310 0.4693 4.2713 0.031 0.030 -0.085 -0.5196
C -0.1748 0.6448 5.7927 0.026 0.010 -0.039 -0.0357
C 0.5203 1.6366 3.6073 -0.080 -0.009 0.032 -0.0181
C -1.7082 0.4926 3.8509 0.002 -0.070 0.048 -0.0179
C 2.7670 -3.5321 5.3372 0.007 -0.005 0.004 -0.5527
C 2.7672 -2.9015 6.7299 -0.014 -0.009 -0.030 -0.0467
C 4.2123 -3.5848 4.8161 -0.012 0.005 0.005 -0.0285
C 2.1999 -4.9581 5.4380 0.002 0.025 0.008 -0.0259
C 2.4947 -1.6975 -0.3839 0.055 -0.012 0.006 -0.0610
C 2.9667 -0.4706 -1.1162 -0.103 -0.071 0.130 -0.1690
C 3.9996 -0.5495 -2.0368 0.064 0.049 -0.040 0.0393
C 4.5612 0.6105 -2.5659 -0.019 0.020 0.016 -0.1185
C 4.0926 1.8378 -2.0861 0.020 -0.020 -0.069 0.0630
C 3.0721 1.9927 -1.1478 0.023 0.093 0.070 -0.0649
C 2.5064 0.7890 -0.7407 0.161 -0.141 0.088 -0.2012
O 1.3583 0.7386 0.0883 0.504 0.782 -0.231 -0.2041
C 2.7963 3.3575 -0.4968 -0.028 -0.012 0.006 -0.5133
C 3.3863 3.2753 0.9227 -0.016 -0.020 0.022 -0.0111
C 3.4977 4.4853 -1.2620 0.029 -0.001 0.058 -0.0391
C 1.3145 3.7440 -0.4073 -0.002 -0.029 -0.030 -0.0259
C 5.7015 0.5847 -3.5777 0.019 -0.013 0.010 -0.5516
C 6.0279 -0.8365 -4.0385 -0.007 0.026 0.019 -0.0516
C 5.3141 1.4239 -4.8036 -0.018 -0.005 -0.009 -0.0280
C 6.9509 1.1886 -2.9138 -0.012 -0.012 -0.019 -0.0189
H -3.1996 -2.8526 -0.5455 0.005 0.017 -0.016 0.1224
H -3.2301 -1.2288 0.1427 0.024 0.003 0.012 0.0939
H -2.0622 -2.4213 0.7455 0.026 -0.016 -0.015 0.0882
H -3.1288 -1.8335 -2.6495 0.005 0.000 0.012 0.1215
H -1.8363 -0.7205 -3.1322 0.030 -0.009 -0.022 0.0901
H -3.0606 -0.2178 -1.9444 -0.009 0.011 0.007 0.0858
H -1.1628 -2.9285 -2.7988 -0.030 -0.022 0.024 0.1414
H -1.2695 -3.6888 -1.2314 -0.002 0.023 0.029 0.1325
H 1.0528 -2.2132 -2.4985 -0.013 0.044 -0.010 0.1049
H 1.0353 -3.7363 -1.6489 0.020 0.013 -0.020 0.1553
H 1.5030 -3.8438 0.5422 -0.026 -0.020 -0.014 0.1500
H -0.2019 -3.4291 0.6249 0.004 0.017 -0.014 0.1242
H 2.3078 -4.0977 2.7102 -0.015 -0.009 0.011 0.1323
H 1.3305 -1.2278 5.7166 0.020 0.011 -0.007 0.1007
H 0.8410 0.8061 6.1540 0.017 -0.033 -0.007 0.0978
H -0.6038 -0.2109 6.3158 -0.022 0.018 0.000 0.1057
H -0.7542 1.5249 6.0676 0.003 0.017 0.003 0.1013
H 1.5705 1.6460 3.9016 0.006 -0.002 -0.007 0.1021
H 0.0750 2.5847 3.9112 -0.002 0.011 -0.020 0.1065
H 0.4738 1.5760 2.5143 0.020 0.060 0.030 0.0487
H -2.2355 -0.4003 4.1915 0.001 0.011 -0.001 0.1077
H -1.8335 0.5878 2.7714 0.004 -0.051 -0.001 0.0398
H -2.1970 1.3566 4.2995 -0.011 0.014 -0.009 0.1041
H 3.1876 -1.8940 6.7238 0.001 0.005 0.006 0.0953
H 3.3847 -3.5050 7.3935 0.002 -0.003 0.003 0.1010
H 1.7651 -2.8674 7.1618 0.003 0.005 0.010 0.0972
H 4.6361 -2.5829 4.7271 0.007 0.000 0.002 0.0954
H 4.2827 -4.0796 3.8457 0.000 -0.004 0.000 0.0798
H 4.8277 -4.1497 5.5157 0.010 -0.002 -0.003 0.1009
H 1.1607 -4.9467 5.7702 0.000 -0.007 0.004 0.0985
H 2.7789 -5.5261 6.1657 0.004 -0.010 -0.005 0.1010
H 2.2546 -5.4916 4.4877 -0.004 -0.005 0.002 0.0815
H 3.0254 -2.5760 -0.7565 -0.015 -0.002 -0.013 0.1529
H 2.7450 -1.5878 0.6736 0.008 -0.019 -0.009 0.1473
H 4.3794 -1.5216 -2.3215 0.014 -0.017 0.010 0.1228
H 4.5758 2.7340 -2.4460 -0.006 -0.033 -0.005 0.1072
H 4.4558 3.0658 0.8889 0.004 -0.007 0.004 0.1033
H 2.9047 2.4933 1.5161 -0.023 0.011 0.001 0.0747
H 3.2421 4.2253 1.4382 0.010 0.008 -0.005 0.1045
H 4.5836 4.4249 -1.1860 0.000 -0.015 -0.018 0.0972
H 3.2030 5.4412 -0.8309 0.008 0.004 0.009 0.1037
H 3.2168 4.4970 -2.3172 -0.018 0.030 0.012 0.0978
H 0.7027 3.0218 0.1333 0.003 -0.035 0.020 0.0493
H 0.8822 3.9258 -1.3902 -0.070 -0.046 -0.088 0.0802
H 1.2372 4.6806 0.1448 -0.008 0.013 -0.011 0.1065
H 5.1632 -1.3325 -4.4870 -0.003 -0.003 -0.007 0.0892
H 6.4082 -1.4529 -3.2218 -0.011 -0.015 -0.001 0.0931
H 6.8073 -0.7972 -4.7981 0.008 -0.002 0.004 0.1010
H 4.4205 1.0232 -5.2898 0.003 -0.006 -0.004 0.0785
H 6.1245 1.4015 -5.5316 0.002 0.007 -0.004 0.1016
H 5.1319 2.4691 -4.5515 -0.006 0.001 0.005 0.0844
H 7.2399 0.6175 -2.0302 0.006 0.004 0.003 0.0985
H 6.7934 2.2260 -2.6163 0.007 0.003 -0.002 0.0866
H 7.7838 1.1679 -3.6164 0.004 0.006 0.000 0.1024
N -1.4592 4.4118 -4.9620 0.042 0.026 -0.019 0.2202
C -1.2462 3.8184 -3.7812 -0.042 -0.004 0.011 -0.4846
O -1.6373 4.2401 -2.7107 -0.019 0.003 0.026 0.0806
C -0.4549 2.5205 -3.7751 0.056 0.043 0.003 -0.0706
C 0.3795 2.0400 -4.7678 -0.014 -0.045 -0.011 0.0642
C 1.0915 0.8732 -4.5134 -0.015 0.017 -0.026 0.0174
C 0.9345 0.2264 -3.3107 -0.020 -0.042 -0.043 -0.1023
N 0.0984 0.6594 -2.3364 0.070 0.087 0.306 -0.0325
C -0.5453 1.8166 -2.5877 0.062 -0.071 -0.037 -0.0825
H -1.9760 5.2791 -4.9700 -0.003 -0.009 0.002 0.1427
H -1.1917 4.0173 -5.8464 -0.015 0.000 0.022 0.1139
H 0.5089 2.5584 -5.7096 0.009 -0.005 0.001 0.1384
H 1.7793 0.4661 -5.2412 0.004 -0.001 0.003 0.1290
H 1.5349 -0.6412 -3.1122 -0.029 0.013 0.005 0.0871
H -1.1533 2.2637 -1.8243 -0.062 0.069 0.061 0.0809
C -1.9230 1.1557 0.0608 0.246 -0.226 -0.016 -0.2025
H -2.5274 1.3602 -0.8183 -0.005 -0.014 -0.039 0.0317
H -1.5778 2.1312 0.4407 0.191 -0.050 -0.004 0.0659
H -2.5870 0.7491 0.8292 0.103 -0.050 0.028 0.0328
```
Positions in Å, forces in eV/Å.

Calculated values
Total charge = +3
E_HOMO = -16.499 eV
HOMO-LUMO gap = 5.444 eV

=====

Entry from the Open Molecules 2025 dataset: a cluster of 3 separate species, C41H64BrIN4O5 in total (ωB97M-V with the def2-TZVPD basis set).

XYZ file:
```
116
Properties=species:S:1:pos:R:3:forces:R:3:lowdin_spin:R:1
C -0.9712 1.1111 2.9996 -0.225 0.121 0.130 0.0001
C -1.6815 1.5262 1.9538 0.464 -0.252 0.140 0.0003
C -1.4704 0.9602 0.5906 0.199 0.692 0.214 0.0000
C -2.0575 -0.2430 0.2572 0.157 0.459 -0.142 0.0000
C -2.9389 -0.9945 1.2145 -0.020 -0.732 -0.218 -0.0003
C -4.1386 -1.7023 0.5544 0.098 0.389 0.405 0.0000
C -4.9095 -0.8663 -0.4586 -0.551 -0.767 -0.083 0.0000
C -5.6877 0.2528 0.1550 -0.232 0.024 0.091 0.0000
O -5.4796 0.7240 1.2328 0.275 0.293 0.477 0.0000
O -6.6913 0.7162 -0.6401 0.719 -0.127 -0.828 0.0000
C -6.6058 2.1308 -0.8795 -0.819 0.466 -0.115 0.0000
C -7.2294 2.4751 -2.2279 -0.096 -0.014 -0.069 0.0000
C -1.8093 -0.7772 -1.0341 0.342 0.445 0.057 0.0000
C -1.0446 -0.1286 -1.9748 -0.246 -0.596 0.117 0.0000
C -0.8719 -0.7569 -3.3410 0.158 0.228 -0.182 0.0000
C 0.5621 -0.7355 -3.9017 -0.218 0.540 -0.475 0.0000
C -1.9123 -0.1673 -4.3345 -0.484 -1.019 0.511 0.0000
C -3.2159 -0.9989 -4.3003 0.108 -0.179 -0.334 0.0000
C -3.2791 -2.0779 -5.4022 -0.723 0.254 0.171 0.0000
C -0.4848 1.1276 -1.6294 0.259 0.229 -0.675 0.0000
N 0.2373 1.8078 -2.5718 -0.141 0.108 0.515 0.0001
C 0.7607 2.9472 -2.2139 0.216 -0.281 -0.102 -0.0001
C 1.5800 3.6630 -3.2581 -0.052 -0.492 -0.538 -0.0002
C 0.6879 4.6315 -4.0002 0.377 -0.448 -0.108 0.0000
O 0.3816 5.7055 -3.6631 -0.304 0.974 0.259 0.0000
Br -0.0351 3.9239 -5.6973 0.027 -0.145 0.031 0.0000
C 0.5708 3.4466 -0.8885 0.239 0.820 0.385 0.0000
I 1.4790 5.2856 -0.3339 -0.127 -0.272 0.028 0.0003
N -0.1254 2.8660 0.0318 0.133 -0.457 -0.943 0.0000
C -0.6740 1.6691 -0.3519 -0.575 -0.438 0.678 0.0000
H 0.0264 0.6984 2.9170 -0.272 -0.780 -0.217 0.0000
H -1.3938 1.1629 3.9960 0.363 0.807 0.179 0.0000
H -2.4492 2.2746 2.1114 -0.607 -0.481 -0.045 0.0000
H -2.3233 -1.7692 1.6789 -0.008 0.010 0.194 -0.0006
H -3.3155 -0.3787 2.0187 0.141 0.312 -0.007 0.0001
H -4.8375 -1.9381 1.3577 -0.016 -0.093 0.081 0.0000
H -3.8516 -2.6689 0.1454 0.079 0.048 -0.333 0.0000
H -5.6363 -1.5142 -0.9536 -0.053 0.068 -0.173 0.0000
H -4.2994 -0.4469 -1.2600 0.083 0.072 0.011 0.0000
H -5.5730 2.4700 -0.8807 0.164 -0.161 0.334 0.0000
H -7.1615 2.6374 -0.0952 0.194 0.088 0.224 0.0000
H -7.9083 3.3190 -2.1329 -0.056 0.068 0.041 0.0000
H -6.4823 2.7561 -2.9656 0.104 -0.126 -0.075 0.0000
H -7.8029 1.6401 -2.6213 -0.026 -0.112 0.030 0.0000
H -2.2439 -1.7338 -1.2866 0.016 -0.125 -0.027 0.0000
H -1.1425 -1.8060 -3.2303 -0.020 -0.122 0.156 0.0000
H 0.6326 0.0337 -4.6705 0.081 0.143 0.044 0.0000
H 1.3180 -0.4815 -3.1659 0.065 -0.303 0.158 0.0000
H 0.7946 -1.6696 -4.4087 0.072 -0.204 0.192 0.0000
H -2.1589 0.8599 -4.0808 0.382 0.239 -0.211 0.0000
H -1.5150 -0.2716 -5.3412 0.104 0.511 -0.111 0.0000
H -3.3095 -1.5236 -3.3512 -0.036 0.191 0.270 0.0000
H -4.0967 -0.3623 -4.3759 0.045 0.152 -0.076 0.0000
H -3.0792 -3.0730 -5.0140 0.368 -0.074 -0.095 0.0000
H -2.6448 -1.8454 -6.2535 0.206 -0.094 0.011 0.0000
H -4.2982 -2.1214 -5.7877 -0.044 -0.095 -0.084 0.0000
H 1.9257 2.9240 -3.9727 0.001 -0.179 0.060 0.0003
H 2.4618 4.1481 -2.8517 -0.151 0.339 0.142 -0.0006
C 6.4944 0.0459 -1.4924 0.230 0.060 0.035 0.0023
C 5.4909 0.8338 -2.3656 0.498 -1.409 0.904 0.0266
C 5.7687 0.5654 -3.8456 0.106 0.354 -0.429 0.0149
C 7.0213 1.2661 -4.3699 -0.025 0.029 0.111 0.0008
C 6.9801 2.7599 -4.0509 -0.284 -0.361 -0.360 0.0151
C 6.7322 3.0548 -2.5714 1.523 0.468 0.709 0.0271
N 5.5581 2.2939 -2.0493 -0.872 0.224 -2.119 0.3670
O 4.4669 2.8631 -2.4481 -0.163 0.197 0.660 0.5365
C 7.9980 2.7285 -1.7560 0.062 -0.306 0.036 0.0020
C 6.5229 4.5549 -2.3827 -0.523 0.139 -0.035 -0.0008
C 4.1166 0.2736 -2.0063 -0.397 0.389 -0.063 -0.0007
H 6.6128 0.5087 -0.5124 -0.007 0.035 -0.018 0.0015
H 6.1396 -0.9703 -1.3242 -0.121 0.024 -0.089 -0.0004
H 7.4779 -0.0527 -1.9488 0.008 0.092 0.026 0.0000
H 4.9118 0.8954 -4.4424 -0.053 0.069 0.113 0.0024
H 5.8554 -0.5118 -4.0039 -0.049 -0.033 0.141 0.0013
H 7.9220 0.8100 -3.9502 -0.014 0.013 0.034 0.0003
H 7.0886 1.1274 -5.4506 0.013 -0.013 0.006 0.0008
H 7.9166 3.2287 -4.3599 0.014 0.077 0.133 0.0013
H 6.1915 3.2233 -4.6527 -0.079 0.018 0.122 0.0026
H 7.8049 2.8190 -0.6863 -0.035 -0.001 -0.006 0.0013
H 8.7934 3.4289 -2.0100 -0.097 0.095 -0.054 -0.0004
H 8.4006 1.7370 -1.9467 -0.067 -0.015 0.031 0.0000
H 5.7109 4.9410 -2.9967 -0.063 -0.086 0.062 -0.0005
H 7.4281 5.0885 -2.6702 0.086 -0.116 -0.001 -0.0003
H 6.3068 4.7928 -1.3400 -0.024 -0.029 -0.003 0.0002
H 3.8766 0.4611 -0.9579 0.010 0.027 -0.002 0.0003
H 4.1102 -0.8037 -2.1680 0.143 -0.019 -0.005 -0.0003
H 3.3220 0.6945 -2.6218 0.055 0.117 0.060 -0.0005
C 0.2008 -4.1783 6.6672 -0.135 -0.111 0.162 0.0023
C -0.3110 -3.0820 5.7044 1.231 -0.878 0.803 0.0262
C -0.4960 -1.7680 6.4655 -0.434 0.340 0.058 0.0145
C -1.7181 -1.7580 7.3823 0.006 -0.099 -0.061 0.0008
C -2.9747 -2.1629 6.6134 0.339 0.463 0.006 0.0146
C -2.8248 -3.4890 5.8674 -0.826 -1.213 0.921 0.0267
N -1.5790 -3.5190 5.0435 -0.366 2.244 -0.272 0.3592
O -1.7636 -2.8178 3.9706 0.061 -0.601 -0.384 0.5465
C -2.8410 -4.6566 6.8725 0.249 -0.030 0.176 0.0019
C -4.0513 -3.7138 4.9874 0.055 0.206 -0.503 -0.0008
C 0.7956 -2.9052 4.6687 -0.182 0.172 -0.496 -0.0009
H -0.0483 -5.1740 6.2992 -0.035 0.016 -0.015 0.0016
H 1.2857 -4.1336 6.7561 0.007 0.122 -0.088 -0.0004
H -0.1863 -4.0777 7.6798 -0.079 -0.036 -0.040 0.0000
H -0.5928 -0.9446 5.7502 -0.021 -0.097 -0.110 0.0024
H 0.4040 -1.5624 7.0494 0.077 -0.112 -0.065 0.0013
H -1.5631 -2.4204 8.2384 0.002 -0.027 -0.026 0.0003
H -1.8526 -0.7569 7.7962 0.008 -0.008 0.015 0.0007
H -3.8214 -2.2289 7.2999 -0.046 -0.134 -0.057 0.0013
H -3.2186 -1.3687 5.9002 0.043 -0.090 -0.111 0.0026
H -2.6178 -5.6010 6.3745 0.015 0.018 -0.028 0.0013
H -3.8296 -4.7445 7.3231 -0.060 0.075 -0.108 -0.0004
H -2.1456 -4.5346 7.6990 0.046 -0.004 -0.061 0.0000
H -4.2181 -2.8925 4.2920 0.122 -0.027 -0.031 -0.0006
H -4.9398 -3.7941 5.6129 0.069 -0.021 0.125 -0.0003
H -3.9580 -4.6369 4.4128 0.035 0.010 -0.002 0.0002
H 0.9462 -3.8206 4.0937 -0.030 -0.001 0.004 0.0002
H 1.7302 -2.6646 5.1744 -0.043 -0.050 0.138 -0.0003
H 0.5876 -2.0925 3.9742 -0.123 -0.086 -0.026 -0.0006
```
Positions in Å, forces in eV/Å.

Calculated values
E_HOMO (alpha / beta) = -8.574 / -8.577 eV
HOMO-LUMO gap (alpha / beta) = 8.366 / 8.347 eV
⟨S²⟩ = 2.0082
Multiplicity = 3

=====

Number 1: maximum force 0.0305 Eh/bohr. Number 2: maximum force 0.0448 Eh/bohr.